Entry 1:
A structure of composition C17H21N4SeSn, computed with ωB97M-V/def2-TZVPD.

The geometry in XYZ format:
```
44
C17H21N4SeSn ωB97M-V/def2-TZVPD
Sn 0.06180 2.11855 -2.14141
C 1.83822 -1.58413 0.16835
N 2.55500 -0.34817 0.43993
C 3.16840 -0.02236 1.62957
C 3.71966 1.19931 1.46736
N 3.44251 1.59913 0.17828
C 3.87469 2.85162 -0.42926
C 2.73218 0.64684 -0.44487
Se 2.30366 0.61758 -2.27193
H 1.90309 -2.21637 1.05010
H 2.28445 -2.09213 -0.68317
H 0.79903 -1.34739 -0.04004
H 3.16915 -0.68913 2.47403
H 4.28733 1.81110 2.14490
H 4.45351 3.40163 0.30664
H 3.00754 3.43841 -0.72353
H 4.48718 2.64622 -1.30373
C 0.45794 2.06141 3.42178
C -0.31607 1.09896 2.51202
C 0.11892 -0.34625 2.78571
C -1.82366 1.24015 2.77687
C -0.05646 1.43419 1.10407
C 0.13287 1.78951 -0.04031
H 0.24997 1.82121 4.46496
H 0.15811 3.09261 3.23906
H 1.53940 1.98090 3.25432
H -0.08449 -0.60488 3.82549
H 1.19019 -0.47370 2.60734
H -0.42542 -1.04874 2.15042
H -2.03598 0.99149 3.81733
H -2.40134 0.57062 2.13730
H -2.15485 2.26081 2.58957
N -3.53236 -4.65149 -2.89897
C -3.00998 -3.63939 -2.75983
C -2.35290 -2.37195 -2.58676
C -1.93211 -1.64010 -3.69149
C -1.30439 -0.43029 -3.47156
N -1.07535 0.04765 -2.24567
C -1.49300 -0.64946 -1.18521
C -2.13653 -1.86448 -1.30942
H -2.09467 -2.00053 -4.69656
H -0.97168 0.18120 -4.30201
H -1.30148 -0.19930 -0.21786
H -2.46760 -2.40388 -0.43366
```

Values from the calculation:
- energy relative to the best compared isomer or geometry (same formula, charge and spin) (eV) = 0.275
- net charge = +1
- calculated total energy (eV) = -95101.0519
- lowest unoccupied orbital energy (eV) = -3.648
- HOMO-LUMO gap (eV) = 7.926

Entry 2:
An isolated molecule of C17H21N5O2, computed with ωB97M-V/def2-TZVPD.

The geometry in XYZ format:
```
45
C17H21N5O2 ωB97M-V/def2-TZVPD
C -5.08967 -3.05167 -0.34806
C -4.64359 -1.59488 -0.40289
C -5.23839 -0.78989 0.75035
C -4.94713 0.71072 0.68897
C -3.45769 1.05782 0.79932
C -2.81205 1.28666 -0.56742
N -1.36895 1.46797 -0.44078
C -0.91406 2.76403 -0.29831
O -1.64631 3.72510 -0.29692
N 0.44754 2.90547 -0.16453
C 1.34365 1.87436 -0.15331
N 2.61942 2.15475 -0.02054
C 3.47254 1.10815 -0.01385
C 4.84678 1.32011 0.11480
C 5.73063 0.25787 0.12009
N 7.06592 0.47785 0.30197
H 7.71695 -0.24571 0.05480
H 7.39487 1.42509 0.22753
C 5.24325 -1.08256 -0.00362
C 3.90317 -1.29949 -0.13498
C 2.98116 -0.22973 -0.14607
N 1.67646 -0.47982 -0.27751
C 0.85290 0.54690 -0.28417
C -0.59158 0.31114 -0.42556
O -1.10289 -0.77940 -0.52839
H 3.50456 -2.29726 -0.23276
C 6.21179 -2.22666 0.01642
H 5.67809 -3.17027 -0.04943
H 6.90207 -2.16770 -0.82639
H 6.79260 -2.22165 0.93849
H 5.20508 2.33353 0.21100
H 0.80498 3.84729 -0.06430
H -3.21659 2.18885 -1.02875
H -2.97274 0.42738 -1.21822
H -2.93064 0.24981 1.30999
H -3.32892 1.96926 1.38700
H -5.34704 1.12200 -0.24018
H -5.48283 1.18859 1.51183
H -4.85936 -1.18753 1.69490
H -6.32351 -0.92688 0.75068
H -3.55472 -1.56061 -0.36002
H -4.96511 -1.15696 -1.35135
H -6.17355 -3.12671 -0.41753
H -4.65237 -3.61480 -1.16897
H -4.77474 -3.51053 0.58664
```

Values from the calculation:
- energy relative to the best compared isomer or geometry (same formula, charge and spin) (eV) = 0.038
- net charge = 0
- calculated total energy (eV) = -29517.9808
- lowest unoccupied orbital energy (eV) = -0.577
- HOMO-LUMO gap (eV) = 7.775

Entry 3:
A structure of composition C17H21N5O2PdSSe2, computed with ωB97M-V/def2-TZVPD.

The geometry in XYZ format:
```
49
C17H21N5O2PdSSe2 ωB97M-V/def2-TZVPD
Pd -0.57999 -1.28798 -2.23845
C -4.76890 0.23180 -1.03564
Se -2.95334 0.36375 -1.73318
C -2.17154 1.32636 -0.21779
C -1.47349 2.60289 -0.65030
Se 0.12971 2.20208 -1.70433
C -0.55158 2.50006 -3.50057
H -4.78531 -0.34971 -0.11454
H -5.36362 -0.27537 -1.79349
H -5.17529 1.22696 -0.86300
H -1.45540 0.64751 0.24572
H -2.97933 1.50818 0.49494
H -1.12409 3.14812 0.22873
H -2.12746 3.25803 -1.22751
H -0.82982 3.54265 -3.64776
H -1.38931 1.84108 -3.70962
H 0.26797 2.23623 -4.16678
S 1.57213 -1.25776 -2.75203
C 2.22439 -1.37247 -1.08421
N 3.56750 -1.32635 -1.08233
N 4.06201 -1.29293 0.23719
C 4.00509 -0.20658 1.03304
C 3.57447 1.04503 0.54055
C 3.59212 2.15823 1.35538
C 4.01945 2.09564 2.68251
C 4.42526 0.86065 3.17882
C 4.41846 -0.26903 2.38195
N 1.43874 -1.45206 -0.05490
N 0.07445 -1.50243 -0.36101
C -0.72461 -1.77225 0.68157
C -2.09158 -2.13456 0.49504
C -2.94559 -2.31647 1.56382
C -2.51135 -2.18259 2.88349
C -1.16008 -1.89078 3.08331
C -0.27971 -1.70519 2.03717
H 4.24675 -2.18236 0.67668
H 3.22026 1.09358 -0.48001
H 3.24527 3.10264 0.94748
H 4.01571 2.97660 3.31307
H 4.74458 0.77179 4.21312
H 4.72303 -1.22705 2.79246
H -2.45846 -2.30312 -0.51005
H -3.97646 -2.59561 1.35972
H -3.18971 -2.31936 3.71730
H -0.77546 -1.80674 4.09646
H 0.76198 -1.48256 2.21495
O -0.84333 -0.92325 -5.22504
N -1.29732 -1.32065 -4.16246
O -2.34722 -1.98465 -4.13950
```

Values from the calculation:
- energy relative to the best compared isomer or geometry (same formula, charge and spin) (eV) = 0.000
- net charge = -2
- calculated total energy (eV) = -174519.5996
- lowest unoccupied orbital energy (eV) = 4.159
- HOMO-LUMO gap (eV) = 4.081

Entry 4:
An isolated molecule of C17H21N5O2S, computed with ωB97M-V/def2-TZVPD.

The geometry in XYZ format:
```
46
C17H21N5O2S ωB97M-V/def2-TZVPD
C -1.79092 6.10581 1.58362
C -2.46232 4.91653 0.95946
C -3.52638 5.06662 0.09192
C -4.17941 3.96872 -0.45928
C -3.72769 2.70294 -0.15368
C -2.63480 2.50777 0.69600
C -2.12439 1.12955 0.96023
O -1.52229 0.82181 1.98391
N -2.32397 0.22652 -0.03893
C -1.83556 -1.15385 0.01063
C -2.45816 -1.94501 1.15932
C -0.33255 -1.19736 0.06054
C 0.41371 -1.79634 -0.85753
C 1.89712 -1.82206 -0.73393
O 2.50730 -1.26583 0.16227
N 2.53724 -2.49868 -1.73550
C 3.96648 -2.74359 -1.64883
C 4.56025 -2.95163 -3.03430
C 4.23273 -3.93619 -0.75944
N 3.96307 -5.14780 -1.13044
N 4.23724 -6.07428 -0.16847
C 4.70115 -5.52970 0.91005
S 4.86137 -3.82581 0.83440
C -2.00618 3.62145 1.28365
N -1.00974 3.49756 2.24102
H -1.77434 6.01266 2.67122
H -0.75218 6.20425 1.25433
H -2.30774 7.02610 1.31667
H -3.87267 6.06773 -0.13803
H -5.03542 4.10500 -1.10566
H -4.25235 1.84401 -0.55332
H -2.59590 0.58488 -0.93687
H -2.15851 -1.60359 -0.93085
H -2.16313 -2.99151 1.08180
H -2.12912 -1.55485 2.11923
H -3.54556 -1.88324 1.10800
H 0.14785 -0.71794 0.90628
H -0.03741 -2.28701 -1.71534
H 1.99982 -3.12909 -2.30955
H 4.39378 -1.85971 -1.17839
H 5.63603 -3.10757 -2.96429
H 4.12551 -3.83271 -3.50667
H 4.36858 -2.07635 -3.65366
H 4.97797 -6.10386 1.78061
H -0.20511 4.08946 2.09914
H -0.76337 2.53616 2.43866
```

Values from the calculation:
- energy relative to the best compared isomer or geometry (same formula, charge and spin) (eV) = 1.295
- net charge = 0
- calculated total energy (eV) = -40351.2535
- lowest unoccupied orbital energy (eV) = 0.622
- HOMO-LUMO gap (eV) = 8.800